13
Properties=species:S:1:pos:R:3:lowdin_charge:R:1 method="wB97M-V/def2-TZVPD" lumo_energy_ha=0.0143 e_tot_ev=-19632.8825 relative_energy_kcal_mol=140.9 homo_lumo_gap_ha=0.3214 e_homo_ev=-8.36
C -0.3483 0.7049 -2.2308 -0.24
C -0.1549 -0.8189 1.5578 -0.20
C -1.3731 1.0727 -1.2496 -0.41
C -0.3375 0.6402 -0.2521 -0.54
C 1.2201 -1.3369 1.5619 -0.01
N 0.5643 0.3467 -1.4239 0.01
O -1.1564 -0.8294 2.1231 0.18
S -0.5574 2.4772 -0.2139 0.77
H -0.1575 0.7635 -3.3285 0.12
H -2.3756 1.0398 -1.2299 0.04
H 1.2506 -2.3463 1.8587 0.08
H 1.7592 -0.7689 2.2775 0.08
H 1.6668 -0.9447 0.5496 0.12